1.
A cluster of 2 separate species, C2H3Cl in total. Source: OMol25; level of theory: ωB97M-V/def2-TZVPD.

gap between HOMO and LUMO (alpha / beta): 9.6 / 8.8 eV
energy relative to the best compared isomer or geometry (same formula, charge and spin): 494.92 kJ/mol
highest occupied orbital energy (alpha / beta): -0.37044 / -0.34341 Eh
multiplicity: 1
calculated total energy: -14639.18142 eV

```
6
C2H3Cl (ωB97M-V/def2-TZVPD)
C 0.50 0.25 0.18
C -0.46 -0.59 0.08
Cl -0.76 -1.60 1.48
H 0.46 1.85 -1.62
H 1.19 0.88 0.83
H -0.93 -0.79 -0.94
```

Here are the natural (NBO) charges for atoms 1 to 5, given in e: -0.11, -0.36, -0.01, -0.01, 0.23

---

2.
A cluster of 2 separate species, C3H12N2 in total. Source: OMol25; level of theory: ωB97M-V/def2-TZVPD.

gap between HOMO and LUMO: 9.9 eV
energy relative to the best compared isomer or geometry (same formula, charge and spin): 203.81 kJ/mol
SMILES string: NCN.CC
highest occupied orbital energy: -0.32853 Eh
multiplicity: 1
calculated total energy: -6283.48174 eV

```
17
C3H12N2 (ωB97M-V/def2-TZVPD)
C 1.39 1.25 2.41
C -0.24 0.70 1.96
H 1.86 1.75 1.59
H 1.29 1.88 3.30
H 2.13 0.39 2.64
H -0.79 1.58 2.14
H -0.61 -0.14 2.54
H -0.32 0.46 0.89
N -0.71 -0.68 -3.22
C -0.57 -0.37 -1.83
N -0.43 -1.78 -1.07
H -1.55 -0.36 -3.70
H -0.51 -1.67 -3.41
H -1.46 0.04 -1.47
H 0.43 0.38 -1.62
H 0.52 -2.16 -0.95
H -0.43 -1.29 -0.22
```

Here are the natural (NBO) charges for atoms 1 to 5, given in e: -0.61, -0.60, 0.20, 0.21, 0.20

---

3.
A cluster of 2 separate species, C6H16N in total. Source: OMol25; level of theory: ωB97M-V/def2-TZVPD.

gap between HOMO and LUMO: 10.5 eV
energy relative to the best compared isomer or geometry (same formula, charge and spin): 514.42 kJ/mol
highest occupied orbital energy: -0.54680 Eh
charge: +1
multiplicity: 1
calculated total energy: -7960.10060 eV

```
23
C6H16N (ωB97M-V/def2-TZVPD)
C 1.22 -0.09 -1.70
C -0.11 0.04 -0.81
C -0.17 -1.13 0.27
C 0.92 -0.37 1.03
C 0.57 1.11 1.57
C -0.91 1.21 2.08
N -1.48 -0.80 -2.08
H 1.68 -1.21 -1.92
H 2.09 0.56 -1.25
H 1.00 0.34 -2.69
H -0.43 1.03 -0.59
H 0.13 -2.06 -0.25
H -0.99 -1.42 0.97
H 1.16 -1.05 1.86
H 1.88 -0.33 0.45
H 0.89 1.82 0.78
H 1.35 1.24 2.37
H -1.46 1.17 1.22
H -1.08 0.49 3.01
H -0.96 2.18 2.60
H -1.34 -0.24 -2.90
H -2.03 -0.12 -1.45
H -0.61 -1.39 -2.29
```

Here are the natural (NBO) charges for atoms 1 to 5, given in e: -0.73, 0.17, -0.47, -0.44, -0.40

---

4.
An isolated molecule of C10H10O2. Source: OMol25; level of theory: ωB97M-V/def2-TZVPD.

gap between HOMO and LUMO: 10.2 eV
energy relative to the best compared isomer or geometry (same formula, charge and spin): 313.39 kJ/mol
SMILES string: O=C1[C@@H]2[C@@H]3C=C[C@H]4[C@@H]3O[C@@H]2C[C@@H]14
highest occupied orbital energy: -0.34547 Eh
multiplicity: 1
calculated total energy: -14624.69808 eV

```
22
C10H10O2 (ωB97M-V/def2-TZVPD)
O 0.90 2.54 0.51
O 0.22 -1.88 0.58
C 0.54 1.37 0.57
C -1.04 0.64 -1.69
C 0.27 0.45 -2.08
C -0.51 -0.15 2.00
C 0.77 -0.80 1.32
C -0.15 -1.25 -0.61
C -0.81 0.79 0.74
C -1.25 -0.16 -0.47
C 1.44 0.22 0.23
C 1.06 -0.41 -1.11
H -1.81 1.28 -2.07
H 0.77 0.90 -2.92
H -0.39 0.28 2.95
H -1.27 -0.87 2.22
H 1.54 -1.22 2.03
H -0.52 -1.99 -1.36
H -1.51 1.60 1.01
H -2.37 -0.53 -0.47
H 2.46 0.38 0.33
H 1.66 -1.17 -1.72
```

Here are the natural (NBO) charges for atoms 1 to 5, given in e: -0.52, -0.51, 0.61, -0.19, -0.18